{"formula": "C6H12O", "method": "the ωB97M-V functional and the def2-TZVPD basis", "s_squared": 0.768, "largest_force_ha_per_bohr": 0.048, "charge": -1, "orbital_gap_ha": [0.1215, 0.2021], "multiplicity": 2, "de_lowest_ev": 1.398, "species": ["C", "C", "C", "C", "C", "C", "H", "H", "H", "H", "H", "H", "H", "H", "H", "H", "H", "H", "O"], "positions_angstrom": [[2.0771, -2.7679, 1.2258], [0.8984, -2.0109, 0.5550], [1.0129, -0.5242, 0.3322], [1.7212, -0.0383, -0.7570], [0.1689, 1.7618, 0.9274], [0.1447, 0.3925, 1.0480], [2.9199, -3.0609, 0.6031], [2.4794, -2.0093, 1.9210], [1.7163, -3.5470, 1.8974], [0.7066, -2.4065, -0.4490], [0.0787, -2.1497, 1.2653], [1.6362, 0.9772, -1.1167], [2.5352, -0.6186, -1.1910], [-0.8422, 2.1922, 0.9150], [0.9601, 2.4021, 0.5579], [-0.4917, -0.0247, 1.8357], [-5.5776, 2.3533, -2.6696], [-4.1190, 2.3895, -2.1646], [-4.7616, 2.8296, -2.7286]]}


{"formula": "C6H12O", "method": "the ωB97M-V functional and the def2-TZVPD basis", "s_squared": 0.775, "largest_force_ha_per_bohr": 0.032, "charge": -1, "orbital_gap_ha": [0.1028, 0.1861], "multiplicity": 2, "de_lowest_ev": 1.309, "species": ["C", "C", "C", "C", "C", "C", "H", "H", "H", "H", "H", "H", "H", "H", "H", "H", "H", "H", "O"], "positions_angstrom": [[-0.8642, 1.6694, 0.2907], [0.2328, 1.2539, -0.6434], [0.0965, 0.1678, -1.4919], [-1.0857, -0.6241, -1.6253], [-1.2412, -1.7096, -2.5107], [1.6224, 1.7058, -0.2474], [-1.7055, 2.0821, -0.3018], [-0.5214, 2.5126, 0.9099], [-1.2641, 0.8874, 0.9772], [0.9932, -0.1588, -2.0222], [-1.9008, -0.0160, -1.2089], [-2.0212, -2.4400, -2.3406], [-0.5098, -1.7474, -3.3160], [1.9307, 1.1001, 0.6318], [1.6141, 2.7307, 0.1472], [2.3824, 1.4869, -1.0044], [1.4453, -2.6485, 4.5233], [0.3021, -3.5973, 4.6087], [0.4944, -2.6549, 4.6239]]}


{"formula": "C6H12O", "method": "the ωB97M-V functional and the def2-TZVPD basis", "largest_force_ha_per_bohr": 0.067, "charge": 0, "orbital_gap_ha": [0.2935, 0.2859], "de_lowest_ev": 4.863, "species": ["C", "C", "C", "C", "C", "C", "O", "H", "H", "H", "H", "H", "H", "H", "H", "H", "H", "H", "H"], "positions_angstrom": [[-1.1114, -1.5422, -2.1827], [-0.0207, -1.5466, -1.0916], [-0.3163, -0.5716, 0.0208], [2.2530, 1.2171, 1.3797], [0.8954, 1.2955, 1.6487], [-0.2875, 1.6494, 0.5545], [-0.2226, 0.7084, -0.4236], [-2.0917, -1.8225, -1.7795], [-1.2115, -0.5541, -2.6452], [-0.8634, -2.2570, -2.9745], [0.0753, -2.5596, -0.6850], [0.9415, -1.3005, -1.5583], [-1.2255, -0.7829, 0.5967], [2.6317, 0.4156, 0.7479], [2.9640, 1.9028, 1.8304], [0.6443, 1.9097, 2.5195], [0.4908, 0.1715, 1.6041], [-1.2263, 1.5912, 1.1276], [-0.1247, 2.6399, 0.1289]]}


{"formula": "C6H12O", "method": "the ωB97M-V functional and the def2-TZVPD basis", "largest_force_ha_per_bohr": 0.012, "charge": 0, "orbital_gap_ha": 0.3180, "de_lowest_ev": 3.716, "species": ["C", "C", "C", "C", "C", "C", "O", "H", "H", "H", "H", "H", "H", "H", "H", "H", "H", "H", "H"], "positions_angstrom": [[-1.7611, -0.4181, 0.5579], [-0.5333, -1.3078, 0.7971], [0.1929, 0.8254, -1.1907], [0.1444, 2.0538, -0.3670], [0.8541, -0.6834, 0.6889], [1.2166, -0.1335, -0.7185], [1.4010, -1.2270, -1.6005], [-1.8110, -0.0291, -0.4717], [-1.8189, 0.4353, 1.2458], [-2.6668, -1.0188, 0.7107], [-0.5686, -2.1333, 0.0783], [-0.6213, -1.7519, 1.7962], [0.6151, 2.7711, -1.0611], [-0.8824, 2.4122, -0.2297], [0.6939, 2.0857, 0.5915], [1.5944, -1.4702, 0.8993], [1.0131, 0.1055, 1.4346], [2.1848, 0.4096, -0.6333], [0.7945, -1.0569, -2.3359]]}


{"formula": "C6H12O", "method": "the ωB97M-V functional and the def2-TZVPD basis", "largest_force_ha_per_bohr": 0.007, "charge": 0, "orbital_gap_ha": 0.3993, "de_lowest_ev": 1.491, "smiles": "COCC1(C)CC1", "species": ["C", "O", "C", "C", "C", "C", "C", "H", "H", "H", "H", "H", "H", "H", "H", "H", "H", "H", "H"], "positions_angstrom": [[2.8259, 0.0704, -0.1168], [1.4914, 0.4420, -0.3254], [0.6044, -0.2271, 0.5431], [-0.8083, 0.0498, 0.0884], [-1.3400, 1.4250, 0.4369], [-1.1904, -0.5717, -1.2213], [-1.7701, -1.1101, 0.0576], [2.9649, -1.0157, -0.2446], [3.1805, 0.3457, 0.8891], [3.4313, 0.5915, -0.8618], [0.8046, -1.3132, 0.5210], [0.7597, 0.1123, 1.5842], [-0.6485, 2.2016, 0.0917], [-1.4672, 1.5364, 1.5223], [-2.3157, 1.6029, -0.0308], [-0.4370, -1.1591, -1.7386], [-1.8393, -0.0024, -1.8799], [-1.4304, -2.0809, 0.4144], [-2.8159, -0.8975, 0.2706]]}


{"formula": "C6H12O", "method": "the ωB97M-V functional and the def2-TZVPD basis", "largest_force_ha_per_bohr": 0.006, "charge": 0, "orbital_gap_ha": 0.3911, "de_lowest_ev": 1.152, "smiles": "CCC[C@H]1C[C@H]1O", "species": ["C", "C", "C", "C", "C", "C", "O", "H", "H", "H", "H", "H", "H", "H", "H", "H", "H", "H", "H"], "positions_angstrom": [[-2.7168, 0.2304, -0.3033], [-1.3341, 0.5797, 0.2426], [-0.3524, -0.5940, 0.1845], [1.0147, -0.2453, 0.7306], [2.2413, -0.9986, 0.2748], [2.0370, 0.4145, -0.1580], [1.7538, 0.6027, -1.5150], [-2.6583, -0.0937, -1.3488], [-3.1726, -0.5861, 0.2686], [-3.3987, 1.0866, -0.2592], [-1.4246, 0.9308, 1.2793], [-0.9191, 1.4254, -0.3241], [-0.2491, -0.9291, -0.8548], [-0.7674, -1.4422, 0.7458], [1.0185, 0.0863, 1.7683], [2.0954, -1.7551, -0.4915], [3.0305, -1.2196, 0.9875], [2.6818, 1.1772, 0.2816], [1.1215, 1.3303, -1.5837]]}


{"formula": "C6H12O", "method": "the ωB97M-V functional and the def2-TZVPD basis", "largest_force_ha_per_bohr": 0.005, "charge": 0, "orbital_gap_ha": 0.3963, "de_lowest_ev": 0.532, "smiles": "CC[C@H]1CCCO1", "species": ["C", "C", "C", "C", "C", "C", "O", "H", "H", "H", "H", "H", "H", "H", "H", "H", "H", "H", "H"], "positions_angstrom": [[2.5392, -0.3344, -0.2452], [1.4841, 0.7574, -0.4065], [0.0994, 0.4195, 0.1649], [-1.0747, 0.8205, -0.7311], [-2.2091, -0.0855, -0.2342], [-1.4503, -1.2287, 0.4823], [-0.0657, -0.9852, 0.3014], [2.6856, -0.6132, 0.8003], [2.2435, -1.2316, -0.7952], [3.4981, 0.0161, -0.6426], [1.8332, 1.6822, 0.0683], [1.3790, 0.9793, -1.4735], [-0.0209, 0.8915, 1.1580], [-1.3095, 1.8884, -0.6848], [-0.8123, 0.5697, -1.7661], [-2.8298, -0.4505, -1.0567], [-2.8672, 0.4418, 0.4622], [-1.6976, -1.2404, 1.5544], [-1.6664, -2.2173, 0.0688]]}


{"formula": "C6H12O", "method": "the ωB97M-V functional and the def2-TZVPD basis", "largest_force_ha_per_bohr": 0.059, "charge": 0, "orbital_gap_ha": 0.3697, "de_lowest_ev": 2.102, "smiles": "C=C(C)CCCO", "species": ["C", "C", "C", "C", "C", "C", "O", "H", "H", "H", "H", "H", "H", "H", "H", "H", "H", "H", "H"], "positions_angstrom": [[1.6281, -0.8957, -0.7992], [1.1495, -0.5870, 0.4179], [1.9257, 0.3208, 1.3919], [-0.3276, -0.9714, 0.7739], [-1.2775, 0.2409, 0.7142], [-1.2403, 1.0862, -0.6375], [-1.5457, 0.4642, -1.8420], [0.9698, -1.3969, -1.5887], [2.7245, -0.8203, -1.1715], [2.9344, -0.0191, 1.7841], [1.2824, 0.5833, 2.3451], [2.1738, 1.2748, 0.8081], [-0.2327, -1.4510, 1.7910], [-0.7995, -1.8184, 0.1608], [-0.9724, 1.0216, 1.4729], [-2.3385, 0.0345, 0.9264], [-1.9088, 1.9886, -0.4474], [-0.1356, 1.3974, -0.6071], [-2.4796, 0.3298, -1.9050]]}